The following is a quantum chemistry calculation of a 9-piece molecular cluster, C42H109N7O16 overall in a non-equilibrium geometry, from OMol25.

Bonds (Å) are listed after each position.
Geometry (Å):
1 O 5.0964 1.9662 -3.5285  H2 0.957, H3 0.957
2 H 5.0322 2.2959 -2.6322  O1 0.957
3 H 5.7195 1.2417 -3.4737  O1 0.957
4 O 2.5742 1.8781 -4.7700  H5 0.957, H6 0.957
5 H 3.4881 2.1621 -4.7489  O4 0.957
6 H 2.3919 1.5895 -3.8758  O4 0.957
7 C 1.4958 -10.4956 1.1746  O8 1.439, H16 1.090, H17 1.090, H18 1.090
8 O 1.8548 -9.7456 0.0004  C7 1.439, C9 1.423
9 C 0.6962 -9.4124 -0.7557  O8 1.423, C10 1.535, H19 1.090, H20 1.090
10 C 1.0304 -8.5668 -1.9922  C9 1.535, N11 1.490, H21 1.090, H22 1.090
11 N 1.3147 -9.4787 -3.1361  C10 1.490, C12 1.404, H23 1.010
12 C 2.0042 -8.9126 -4.2207  N11 1.404, C13 1.573, H24 1.090, H25 1.090
13 C 1.1216 -7.8152 -4.9222  C12 1.573, O14 1.375, H26 1.090, H27 1.090
14 O 1.2365 -6.6788 -4.1576  C13 1.375, C15 1.451
15 C 0.6587 -5.5257 -4.8221  O14 1.451, H28 1.090, H29 1.090, H30 1.090
16 H 2.2609 -10.5616 1.9481  C7 1.090
17 H 1.1690 -11.5117 0.9533  C7 1.090
18 H 0.6335 -9.9864 1.6050  C7 1.090
19 H 0.1173 -8.7971 -0.0669  C9 1.090
20 H 0.1070 -10.2685 -1.0842  C9 1.090
21 H 1.8200 -7.8241 -1.8783  C10 1.090
22 H 0.1732 -7.9569 -2.2775  C10 1.090
23 H 1.8926 -10.1697 -2.6792  N11 1.010
24 H 2.2038 -9.6915 -4.9566  C12 1.090
25 H 3.0471 -8.7108 -3.9762  C12 1.090
26 H 0.0631 -8.0749 -4.9106  C13 1.090
27 H 1.4949 -7.6037 -5.9242  C13 1.090
28 H 0.9108 -4.6473 -4.2279  C15 1.090
29 H -0.4259 -5.6319 -4.8445  C15 1.090
30 H 0.9381 -5.4863 -5.8749  C15 1.090
31 C 1.7324 3.1452 -1.5175  O32 1.475, H40 1.090, H41 1.090, H42 1.090
32 O 1.1314 2.0328 -2.2767  C31 1.475, C33 1.425
33 C 0.8819 0.8218 -1.5689  O32 1.425, C34 1.510, H43 1.090, H44 1.090
34 C 0.3732 -0.2423 -2.5125  C33 1.510, N35 1.480, H45 1.090, H46 1.090
35 N 0.1866 -1.4575 -1.6895  C34 1.480, C36 1.468, H47 1.010
36 C 0.1413 -2.6539 -2.5386  N35 1.468, C37 1.611, H48 1.090, H49 1.090
37 C -0.5606 -3.7705 -1.6132  C36 1.611, O38 1.476, H50 1.090, H51 1.090
38 O 0.2679 -4.2263 -0.4797  C37 1.476, C39 1.427
39 C -0.3435 -5.3873 0.0813  O38 1.427, H52 1.090, H53 1.090, H54 1.090
40 H 2.7115 2.9634 -1.0743  C31 1.090
41 H 0.9812 3.6307 -0.8946  C31 1.090
42 H 1.9724 3.9272 -2.2379  C31 1.090
43 H 0.1555 1.1156 -0.8112  C33 1.090
44 H 1.8048 0.5177 -1.0751  C33 1.090
45 H 0.9899 -0.3210 -3.4078  C34 1.090
46 H -0.6405 0.0334 -2.8030  C34 1.090
47 H 0.4476 -1.4564 -0.7138  N35 1.010
48 H 1.1786 -2.9035 -2.7616  C36 1.090
49 H -0.4162 -2.6566 -3.4752  C36 1.090
50 H -0.6816 -4.5865 -2.3257  C37 1.090
51 H -1.5564 -3.4296 -1.3299  C37 1.090
52 H -1.4127 -5.3519 0.2898  C39 1.090
53 H 0.2113 -5.6110 0.9925  C39 1.090
54 H -0.1656 -6.3531 -0.3917  C39 1.090
55 C -6.7536 -0.1309 0.0226  O56 1.424, H64 1.090, H65 1.090, H66 1.090
56 O -5.8515 0.8608 0.5015  C55 1.424, C57 1.399
57 C -5.4092 0.7135 1.8208  O56 1.399, C58 1.510, H67 1.090, H68 1.090
58 C -4.8514 1.9639 2.4584  C57 1.510, N59 1.466, H69 1.090, H70 1.090
59 N -3.3893 2.0569 2.5141  C58 1.466, C60 1.464, H71 1.010
60 C -2.8537 2.4223 1.2018  N59 1.464, C61 1.547, H72 1.090, H73 1.090
61 C -2.8651 3.9310 0.8621  C60 1.547, O62 1.402, H74 1.090, H75 1.090
62 O -1.9983 4.0460 -0.2337  C61 1.402, C63 1.429
63 C -2.1965 5.2324 -1.0048  O62 1.429, H76 1.090, H77 1.090, H78 1.090
64 H -6.9045 0.1460 -1.0208  C55 1.090
65 H -7.6922 -0.1045 0.5763  C55 1.090
66 H -6.3607 -1.1473 -0.0034  C55 1.090
67 H -4.6492 -0.0677 1.8321  C57 1.090
68 H -6.2276 0.4059 2.4718  C57 1.090
69 H -5.2416 2.0360 3.4736  C58 1.090
70 H -5.2202 2.7808 1.8382  C58 1.090
71 H -3.0457 1.1862 2.8934  N59 1.010
72 H -3.3581 1.9223 0.3750  C60 1.090
73 H -1.8583 1.9816 1.1467  C60 1.090
74 H -2.4986 4.4513 1.7470  C61 1.090
75 H -3.8891 4.2997 0.8021  C61 1.090
76 H -1.3829 5.3384 -1.7223  C63 1.090
77 H -2.0905 6.1238 -0.3864  C63 1.090
78 H -3.1272 5.3012 -1.5680  C63 1.090
79 C -6.6310 -3.5195 3.1400  O80 1.444, H88 1.090, H89 1.090, H90 1.090
80 O -5.8243 -2.5895 3.8944  C79 1.444, C81 1.383
81 C -5.2471 -3.1980 4.9935  O80 1.383, C82 1.478, H91 1.090, H92 1.090
82 C -4.0370 -2.4675 5.4243  C81 1.478, N83 1.457, H93 1.090, H94 1.090
83 N -2.9401 -2.5228 4.4667  C82 1.457, C84 1.468, H95 1.010
84 C -1.6697 -1.9599 4.9409  N83 1.468, C85 1.519, H96 1.090, H97 1.090
85 C -0.6345 -1.9164 3.8304  C84 1.519, O86 1.433, H98 1.090, H99 1.090
86 O -0.9260 -0.6853 3.1583  C85 1.433, C87 1.479
87 C -0.0327 -0.4162 2.0113  O86 1.479, H100 1.090, H101 1.090, H102 1.090
88 H -7.5626 -3.7691 3.6479  C79 1.090
89 H -6.0645 -4.4092 2.8651  C79 1.090
90 H -6.8646 -2.9692 2.2286  C79 1.090
91 H -5.0533 -4.2650 4.8842  C81 1.090
92 H -6.0376 -2.9970 5.7167  C81 1.090
93 H -3.6745 -2.7562 6.4109  C82 1.090
94 H -4.3873 -1.4776 5.7165  C82 1.090
95 H -3.3060 -1.9323 3.7336  N83 1.010
96 H -1.2096 -2.6128 5.6826  C84 1.090
97 H -1.7587 -1.0336 5.5084  C84 1.090
98 H -0.6766 -2.7648 3.1474  C85 1.090
99 H 0.4008 -1.8806 4.1694  C85 1.090
100 H -0.0057 -1.3147 1.3947  C87 1.090
101 H 0.9944 -0.1729 2.2833  C87 1.090
102 H -0.3981 0.3802 1.3630  C87 1.090
103 C 1.4777 -5.0233 4.4598  O104 1.415, H112 1.090, H113 1.090, H114 1.090
104 O 1.1557 -6.1432 3.6575  C103 1.415, C105 1.411
105 C 1.9747 -7.2694 3.8869  O104 1.411, C106 1.480, H115 1.090, H116 1.090
106 C 1.4555 -8.0958 4.9995  C105 1.480, N107 1.505, H117 1.090, H118 1.090
107 N 0.2722 -8.8692 4.4828  C106 1.505, C108 1.496, H119 1.010
108 C -0.1425 -9.9069 5.4773  N107 1.496, C109 1.587, H120 1.090, H121 1.090
109 C -1.2966 -9.3486 6.4127  C108 1.587, O110 1.457, H122 1.090, H123 1.090
110 O -1.6318 -7.9316 6.3577  C109 1.457, C111 1.378
111 C -2.0797 -7.4948 7.5851  O110 1.378, H124 1.090, H125 1.090, H126 1.090
112 H 2.2475 -4.5877 3.8228  C103 1.090
113 H 1.7972 -5.2134 5.4844  C103 1.090
114 H 0.6897 -4.2705 4.4407  C103 1.090
115 H 2.9500 -6.8981 4.2015  C105 1.090
116 H 2.1236 -7.7554 2.9227  C105 1.090
117 H 1.2459 -7.5061 5.8920  C106 1.090
118 H 2.3223 -8.7222 5.2101  C106 1.090
119 H -0.5121 -8.2452 4.6079  N107 1.010
120 H 0.7151 -10.1788 6.0927  C108 1.090
121 H -0.4742 -10.8199 4.9829  C108 1.090
122 H -1.0149 -9.5785 7.4402  C109 1.090
123 H -2.1627 -10.0046 6.3254  C109 1.090
124 H -1.2015 -7.1602 8.1372  C111 1.090
125 H -2.6496 -8.2540 8.1208  C111 1.090
126 H -2.6780 -6.5853 7.5298  C111 1.090
127 C 0.7440 7.4227 -2.1171  O128 1.445, H136 1.090, H137 1.090, H138 1.090
128 O -0.4111 7.4285 -2.9858  C127 1.445, C129 1.412
129 C -0.1249 6.9982 -4.3003  O128 1.412, C130 1.525, H139 1.090, H140 1.090
130 C -1.0889 7.4631 -5.3860  C129 1.525, N131 1.504, H141 1.090, H142 1.090
131 N -1.5848 8.8824 -5.3418  C130 1.504, C132 1.457, H143 1.010
132 C -0.5501 9.8776 -5.5895  N131 1.457, C133 1.604, H144 1.090, H145 1.090
133 C -1.1020 11.3832 -5.5472  C132 1.604, O134 1.476, H146 1.090, H147 1.090
134 O -1.3802 11.5131 -4.1030  C133 1.476, C135 1.368
135 C -1.5901 12.7777 -3.6247  O134 1.368, H148 1.090, H149 1.090, H150 1.090
136 H 0.9447 6.3648 -1.9477  C127 1.090
137 H 0.3967 7.9857 -1.2508  C127 1.090
138 H 1.5966 8.0278 -2.4253  C127 1.090
139 H -0.2169 5.9133 -4.2500  C129 1.090
140 H 0.8982 7.2374 -4.5902  C129 1.090
141 H -1.9424 6.7920 -5.2900  C130 1.090
142 H -0.8181 7.2529 -6.4207  C130 1.090
143 H -1.9177 9.0774 -4.4084  N131 1.010
144 H -0.2443 9.7045 -6.6213  C132 1.090
145 H 0.2369 9.7321 -4.8495  C132 1.090
146 H -2.0433 11.6254 -6.0404  C133 1.090
147 H -0.3333 12.1260 -5.7601  C133 1.090
148 H -2.4385 13.0659 -4.2455  C135 1.090
149 H -0.7938 13.5190 -3.6903  C135 1.090
150 H -1.8397 12.7019 -2.5664  C135 1.090
151 C 6.7362 10.0969 2.2971  O152 1.411, H160 1.090, H161 1.090, H162 1.090
152 O 5.5854 9.5464 1.6945  C151 1.411, C153 1.387
153 C 5.8955 8.5225 0.8123  O152 1.387, C154 1.537, H163 1.090, H164 1.090
154 C 4.6319 7.7444 0.4101  C153 1.537, N155 1.502, H165 1.090, H166 1.090
155 N 4.7948 6.9558 -0.8583  C154 1.502, C156 1.485, H167 1.010
156 C 4.7923 7.8880 -2.0143  N155 1.485, C157 1.574, H168 1.090, H169 1.090
157 C 4.8720 6.9404 -3.2683  C156 1.574, O158 1.362, H170 1.090, H171 1.090
158 O 3.9385 5.9793 -3.0238  C157 1.362, C159 1.426
159 C 3.8629 5.0215 -4.0781  O158 1.426, H172 1.090, H173 1.090, H174 1.090
160 H 7.2260 10.8038 1.6274  C151 1.090
161 H 7.5463 9.4916 2.7038  C151 1.090
162 H 6.1885 10.5476 3.1248  C151 1.090
163 H 6.5223 7.7150 1.1908  C153 1.090
164 H 6.2694 8.9137 -0.1339  C153 1.090
165 H 3.7174 8.2967 0.1939  C154 1.090
166 H 4.3999 7.0801 1.2426  C154 1.090
167 H 3.9506 6.4430 -1.0689  N155 1.010
168 H 5.6978 8.4909 -2.0836  C156 1.090
169 H 3.9807 8.6102 -2.1025  C156 1.090
170 H 5.8347 6.4305 -3.3056  C157 1.090
171 H 4.6373 7.3477 -4.2518  C157 1.090
172 H 3.1869 4.1716 -3.9838  C159 1.090
173 H 4.8482 4.6027 -4.2827  C159 1.090
174 H 3.6544 5.4902 -5.0398  C159 1.090

The relative energy (zero: lowest compared OMol25 entry of this formula, charge and spin) comes out at 0.0 kcal/mol. As for the charge: +1. The strongest force on any atom is 4.98 eV/Å. Its HOMO energy (alpha / beta) is -9.95 / -9.95 eV. As for the multiplicity: 2. As for the gap between HOMO and LUMO (alpha / beta): 7.599 / 2.826 eV. As for the expectation value of S²: 0.75.

Löwdin atomic charge list, values in e, 5 entries:
1. O -0.03
2. H 0.05
3. H 0.06
4. O -0.06
5. H -0.01